{
  "formula": "C5H15NO3PS",
  "method": "ωB97M-V/def2-TZVPD",
  "elements": ["C", "C", "C", "O", "S", "C", "O", "C", "P", "N", "O", "H", "H", "H", "H", "H", "H", "H", "H", "H", "H", "H", "H", "H", "H", "H"],
  "xyz": [[-2.102, 1.867, 0.405], [-0.838, 1.958, 1.255], [0.444, 1.996, 0.460], [0.718, 0.787, -0.342], [0.226, -0.643, 0.218], [0.521, -1.640, -1.311], [-0.559, -1.702, -2.130], [-0.938, -0.475, -2.761], [1.983, -1.217, 1.560], [1.136, -2.301, 2.501], [2.739, -2.243, 0.562], [-2.021, 2.503, -0.479], [-2.973, 2.202, 0.967], [-2.308, 0.848, 0.073], [-0.811, 1.159, 2.004], [-0.835, 2.888, 1.831], [1.324, 2.154, 1.085], [0.406, 2.777, -0.298], [1.420, -1.208, -1.763], [0.732, -2.633, -0.909], [-1.520, 0.145, -2.076], [-0.059, 0.077, -3.101], [-1.552, -0.750, -3.613], [0.213, -2.633, 2.253], [1.144, -2.053, 3.483], [3.510, -1.862, 0.125]],
  "gap_ev": 9.86,
  "total_energy_ha": -1219.2627,
  "lumo_ev": -3.82,
  "charge": 1,
  "multiplicity": 1
}

{
  "formula": "C70H68IN8O19PS",
  "method": "ωB97M-V/def2-TZVPD",
  "elements": ["C", "O", "C", "C", "C", "C", "C", "C", "C", "C", "C", "C", "C", "S", "C", "C", "C", "O", "I", "C", "P", "C", "C", "C", "O", "N", "C", "C", "O", "C", "C", "C", "C", "C", "C", "C", "O", "H", "H", "H", "H", "H", "H", "H", "H", "H", "H", "H", "H", "H", "H", "H", "H", "H", "H", "H", "H", "H", "H", "H", "H", "H", "H", "H", "H", "H", "H", "H", "H", "H", "C", "C", "C", "C", "C", "C", "N", "O", "O", "H", "H", "H", "H", "H", "C", "C", "C", "C", "C", "C", "N", "O", "O", "H", "H", "H", "H", "H", "C", "C", "C", "C", "C", "C", "N", "O", "O", "H", "H", "H", "H", "H", "C", "C", "C", "C", "C", "C", "N", "O", "O", "H", "H", "H", "H", "H", "C", "C", "C", "C", "C", "C", "N", "O", "O", "H", "H", "H", "H", "H", "C", "C", "C", "C", "C", "C", "N", "O", "O", "H", "H", "H", "H", "H", "C", "C", "C", "C", "C", "C", "N", "O", "O", "H", "H", "H", "H", "H"],
  "xyz": [[7.336, -3.438, 5.084], [7.977, -4.304, 4.057], [8.034, -3.453, 2.859], [8.935, -4.056, 1.625], [8.343, -3.610, 0.145], [8.040, -2.002, -0.001], [6.586, -1.738, -0.725], [5.487, -0.966, 0.270], [5.437, 0.614, -0.161], [4.098, 1.426, 0.363], [2.746, 1.494, -0.564], [1.420, 2.331, -0.085], [1.340, 3.123, 1.350], [-0.282, 3.991, 1.757], [2.671, 3.073, 2.319], [2.594, 3.889, 3.751], [2.497, 2.839, 5.036], [1.832, 1.675, 4.915], [3.448, 3.421, 6.955], [4.025, 2.220, 1.833], [5.613, 2.071, 2.917], [5.461, 0.695, 4.232], [6.145, 3.751, 3.651], [0.287, 2.157, -1.262], [-0.829, 2.856, -1.521], [0.863, 0.953, -2.024], [0.053, -0.324, -1.987], [0.521, -1.413, -0.855], [1.705, -2.088, -0.867], [-0.486, -1.825, 0.411], [-0.104, -1.662, 1.998], [-1.214, -2.171, 3.134], [-2.679, -2.830, 2.768], [-3.058, -2.987, 1.165], [-1.943, -2.474, 0.032], [2.371, 0.843, -2.023], [3.239, 0.353, -2.922], [8.194, -3.071, 5.794], [6.459, -3.974, 5.665], [6.854, -2.465, 4.597], [8.455, -2.388, 3.117], [6.933, -3.303, 2.438], [10.102, -3.834, 1.731], [8.841, -5.240, 1.695], [7.381, -4.293, -0.027], [9.156, -3.884, -0.657], [8.149, -1.385, 0.988], [8.859, -1.563, -0.749], [6.742, -1.066, -1.672], [6.195, -2.786, -1.086], [5.815, -1.150, 1.398], [4.459, -1.537, 0.070], [5.483, 0.696, -1.347], [6.427, 1.112, 0.284], [-0.260, 5.173, 0.953], [3.509, 4.643, 3.845], [1.625, 4.579, 3.848], [5.479, 1.177, 5.312], [6.438, 0.019, 4.122], [4.487, 0.032, 4.060], [5.641, 3.822, 4.729], [7.308, 3.858, 3.810], [5.695, 4.679, 3.051], [-0.055, -0.845, -3.055], [-1.060, -0.001, -1.701], [0.918, -1.206, 2.347], [-0.955, -2.093, 4.297], [-3.462, -3.226, 3.547], [-4.086, -3.479, 0.832], [-2.262, -2.618, -1.094], [10.257, -0.380, -6.240], [9.310, -1.404, -6.188], [9.204, -2.201, -5.047], [10.052, -1.961, -3.957], [11.009, -0.938, -4.010], [11.108, -0.149, -5.158], [9.929, -2.779, -2.745], [9.083, -3.686, -2.744], [10.674, -2.514, -1.791], [10.332, 0.243, -7.130], [8.652, -1.578, -7.036], [8.461, -2.995, -5.021], [11.677, -0.744, -3.174], [11.845, 0.649, -5.207], [-9.237, -1.124, -0.872], [-8.002, -1.056, -1.519], [-7.007, -1.991, -1.228], [-7.263, -2.998, -0.287], [-8.499, -3.064, 0.369], [-9.485, -2.121, 0.072], [-6.230, -3.999, 0.005], [-5.142, -3.895, -0.583], [-6.505, -4.893, 0.818], [-10.012, -0.396, -1.107], [-7.816, -0.274, -2.253], [-6.050, -1.924, -1.741], [-8.709, -3.837, 1.106], [-10.449, -2.166, 0.574], [-15.228, -0.620, -3.509], [-14.350, -1.703, -3.440], [-12.974, -1.498, -3.560], [-12.486, -0.197, -3.745], [-13.365, 0.891, -3.822], [-14.739, 0.673, -3.704], [-11.039, 0.028, -3.847], [-10.295, -0.962, -3.793], [-10.644, 1.196, -3.976], [-16.299, -0.784, -3.409], [-14.738, -2.708, -3.289], [-12.303, -2.352, -3.504], [-13.000, 1.905, -3.971], [-15.430, 1.512, -3.759], [-21.118, 0.786, 0.203], [-19.845, 0.604, 0.745], [-18.877, -0.107, 0.033], [-19.194, -0.630, -1.228], [-20.474, -0.455, -1.771], [-21.435, 0.255, -1.049], [-18.173, -1.356, -1.992], [-17.058, -1.506, -1.469], [-18.482, -1.774, -3.117], [-21.869, 1.346, 0.759], [-19.606, 1.019, 1.722], [-17.889, -0.240, 0.470], [-20.736, -0.859, -2.747], [-22.431, 0.399, -1.463], [-3.282, -5.659, -2.075], [-2.047, -5.590, -2.721], [-1.052, -6.526, -2.430], [-1.307, -7.532, -1.489], [-2.543, -7.599, -0.833], [-3.530, -6.656, -1.130], [-0.274, -8.534, -1.198], [0.813, -8.430, -1.785], [-0.550, -9.428, -0.385], [-4.056, -4.931, -2.309], [-1.861, -4.809, -3.455], [-0.095, -6.459, -2.943], [-2.753, -8.372, -0.097], [-4.494, -6.701, -0.628], [12.904, 6.373, -3.956], [13.285, 5.584, -2.869], [13.403, 4.201, -3.017], [13.139, 3.616, -4.263], [12.749, 4.405, -5.353], [12.631, 5.787, -5.193], [13.286, 2.165, -4.431], [13.616, 1.499, -3.438], [13.077, 1.690, -5.556], [12.818, 7.452, -3.837], [13.494, 6.048, -1.908], [13.702, 3.600, -2.160], [12.536, 3.964, -6.324], [12.331, 6.409, -6.034], [-0.250, 9.460, 8.651], [1.023, 9.278, 9.193], [1.992, 8.567, 8.482], [1.674, 8.045, 7.220], [0.394, 8.219, 6.677], [-0.567, 8.929, 7.399], [2.696, 7.318, 6.456], [3.810, 7.169, 6.979], [2.387, 6.901, 5.331], [-1.000, 10.020, 9.207], [1.262, 9.693, 10.170], [2.979, 8.434, 8.918], [0.133, 7.815, 5.702], [-1.562, 9.073, 6.985]],
  "gap_ev": 6.44,
  "total_energy_ha": -5611.3936,
  "smiles": "COCCCCCCCc1c2c(c(S)c(CC(=O)I)c1P(C)C)C(=O)N(CC(=O)c1ccccc1)C2=O.O=[N+]([O-])c1ccccc1.O=[N+]([O-])c1ccccc1.O=[N+]([O-])c1ccccc1.O=[N+]([O-])c1ccccc1.O=[N+]([O-])c1ccccc1.O=[N+]([O-])c1ccccc1.O=[N+]([O-])c1ccccc1",
  "lumo_ev": -1.32,
  "multiplicity": 1
}

{
  "formula": "C13H11NO3",
  "method": "ωB97M-V/def2-TZVPD",
  "elements": ["O", "O", "O", "C", "C", "C", "C", "C", "C", "C", "C", "C", "C", "C", "C", "C", "N", "H", "H", "H", "H", "H", "H", "H", "H", "H", "H", "H"],
  "xyz": [[4.673, -2.312, -1.532], [1.919, -0.458, -0.080], [4.640, -3.877, 0.778], [3.938, -1.968, -0.608], [3.126, -0.020, -1.925], [2.155, 1.055, -1.710], [2.968, -0.873, -0.861], [1.398, 0.688, -0.650], [0.280, 1.396, -0.001], [-0.431, 0.795, 1.053], [-3.870, 2.620, 2.984], [-3.288, 3.211, 1.889], [-3.303, 1.481, 3.510], [-2.161, 2.660, 1.286], [-2.137, 0.928, 2.946], [-1.559, 1.463, 1.766], [3.915, -2.676, 0.577], [4.813, -4.367, -0.055], [3.938, -0.066, -2.643], [1.968, 1.918, -2.394], [-0.041, 2.375, -0.388], [-0.139, -0.151, 1.447], [-4.780, 3.055, 3.425], [-3.825, 4.050, 1.412], [-3.750, 0.990, 4.376], [-1.832, 3.155, 0.399], [-1.703, 0.023, 3.425], [3.331, -2.297, 1.321]],
  "gap_ev": 7.75,
  "total_energy_ha": -782.3583,
  "smiles": "O=C(NO)c1ccc(/C=C/c2ccccc2)o1",
  "lumo_ev": -0.29,
  "multiplicity": 1,
  "relative_energy_ev": 1.1264
}

{
  "formula": "CH3CuO7S2",
  "method": "ωB97M-V/def2-TZVPD",
  "elements": ["Cu", "O", "S", "O", "O", "O", "C", "S", "O", "O", "O", "H", "H", "H"],
  "xyz": [[-0.296, 0.771, -0.181], [-0.256, 1.843, -2.511], [-1.670, 1.586, -2.127], [-2.627, 1.950, -3.175], [-1.921, 2.316, -0.838], [-1.762, 0.113, -1.774], [1.028, -1.833, 0.830], [1.110, -0.345, 1.822], [1.964, -0.669, 2.954], [-0.280, -0.039, 2.154], [1.670, 0.675, 0.920], [0.643, -2.636, 1.458], [2.033, -2.070, 0.484], [0.364, -1.663, -0.017]],
  "gap_ev": 6.40,
  "total_energy_ha": -3003.5213,
  "lumo_ev": 5.45,
  "charge": -2,
  "multiplicity": 1,
  "relative_energy_ev": 0.5903
}

{
  "formula": "C6H4O",
  "method": "ωB97M-V/def2-TZVPD",
  "elements": ["C", "C", "C", "C", "C", "C", "O", "H", "H", "H", "H"],
  "xyz": [[0.918, 0.201, 0.560], [1.706, -0.949, -0.390], [1.353, 0.160, -0.974], [0.294, 1.028, -0.582], [-0.577, 0.192, 0.312], [-1.248, -1.082, -0.140], [-1.212, -1.518, -1.260], [1.422, 0.704, 1.375], [0.310, 2.111, -0.614], [-1.165, 0.752, 1.041], [-1.801, -1.599, 0.672]],
  "gap_ev": 9.74,
  "total_energy_ha": -306.0268,
  "lumo_ev": 0.36,
  "multiplicity": 1,
  "relative_energy_ev": 5.0270
}

{
  "formula": "C5H12HoMgO3",
  "method": "ωB97M-V/def2-TZVPD",
  "elements": ["O", "Mg", "C", "O", "C", "C", "C", "O", "C", "Ho", "H", "H", "H", "H", "H", "H", "H", "H", "H", "H", "H", "H"],
  "xyz": [[0.059, -2.798, -0.970], [-0.904, -4.151, -2.084], [2.367, 1.818, -1.086], [1.549, 0.765, -0.629], [1.526, 0.509, 0.806], [0.472, -0.535, 1.055], [-0.916, 0.031, 1.195], [-1.507, 0.069, -0.138], [-2.914, 0.159, -0.209], [0.089, -0.628, -1.497], [2.355, 1.775, -2.181], [1.945, 2.778, -0.753], [3.394, 1.688, -0.711], [1.315, 1.488, 1.274], [2.533, 0.177, 1.095], [0.745, -1.233, 1.849], [0.261, -2.798, 0.206], [-1.001, 1.067, 1.571], [-1.525, -0.635, 1.824], [-3.244, -0.446, -1.063], [-3.415, -0.327, 0.642], [-3.183, 1.226, -0.197]],
  "gap_ev": [4.34, 4.44],
  "total_energy_ha": -1571.2369,
  "lumo_ev": [-4.37, -4.35],
  "charge": 1,
  "multiplicity": 5
}

Repeat the third record exactly.
{
  "formula": "C13H11NO3",
  "method": "ωB97M-V/def2-TZVPD",
  "elements": ["O", "O", "O", "C", "C", "C", "C", "C", "C", "C", "C", "C", "C", "C", "C", "C", "N", "H", "H", "H", "H", "H", "H", "H", "H", "H", "H", "H"],
  "xyz": [[4.673, -2.312, -1.532], [1.919, -0.458, -0.080], [4.640, -3.877, 0.778], [3.938, -1.968, -0.608], [3.126, -0.020, -1.925], [2.155, 1.055, -1.710], [2.968, -0.873, -0.861], [1.398, 0.688, -0.650], [0.280, 1.396, -0.001], [-0.431, 0.795, 1.053], [-3.870, 2.620, 2.984], [-3.288, 3.211, 1.889], [-3.303, 1.481, 3.510], [-2.161, 2.660, 1.286], [-2.137, 0.928, 2.946], [-1.559, 1.463, 1.766], [3.915, -2.676, 0.577], [4.813, -4.367, -0.055], [3.938, -0.066, -2.643], [1.968, 1.918, -2.394], [-0.041, 2.375, -0.388], [-0.139, -0.151, 1.447], [-4.780, 3.055, 3.425], [-3.825, 4.050, 1.412], [-3.750, 0.990, 4.376], [-1.832, 3.155, 0.399], [-1.703, 0.023, 3.425], [3.331, -2.297, 1.321]],
  "gap_ev": 7.75,
  "total_energy_ha": -782.3583,
  "smiles": "O=C(NO)c1ccc(/C=C/c2ccccc2)o1",
  "lumo_ev": -0.29,
  "multiplicity": 1,
  "relative_energy_ev": 1.1264
}

Copy entry 3 word for word.
{
  "formula": "C13H11NO3",
  "method": "ωB97M-V/def2-TZVPD",
  "elements": ["O", "O", "O", "C", "C", "C", "C", "C", "C", "C", "C", "C", "C", "C", "C", "C", "N", "H", "H", "H", "H", "H", "H", "H", "H", "H", "H", "H"],
  "xyz": [[4.673, -2.312, -1.532], [1.919, -0.458, -0.080], [4.640, -3.877, 0.778], [3.938, -1.968, -0.608], [3.126, -0.020, -1.925], [2.155, 1.055, -1.710], [2.968, -0.873, -0.861], [1.398, 0.688, -0.650], [0.280, 1.396, -0.001], [-0.431, 0.795, 1.053], [-3.870, 2.620, 2.984], [-3.288, 3.211, 1.889], [-3.303, 1.481, 3.510], [-2.161, 2.660, 1.286], [-2.137, 0.928, 2.946], [-1.559, 1.463, 1.766], [3.915, -2.676, 0.577], [4.813, -4.367, -0.055], [3.938, -0.066, -2.643], [1.968, 1.918, -2.394], [-0.041, 2.375, -0.388], [-0.139, -0.151, 1.447], [-4.780, 3.055, 3.425], [-3.825, 4.050, 1.412], [-3.750, 0.990, 4.376], [-1.832, 3.155, 0.399], [-1.703, 0.023, 3.425], [3.331, -2.297, 1.321]],
  "gap_ev": 7.75,
  "total_energy_ha": -782.3583,
  "smiles": "O=C(NO)c1ccc(/C=C/c2ccccc2)o1",
  "lumo_ev": -0.29,
  "multiplicity": 1,
  "relative_energy_ev": 1.1264
}